DFT (ωB97M-V with the def2-TZVPD basis set) results for a structure of composition C41H78ClF6MgN2Na2NbO16P3S in a non-equilibrium geometry.

Output
Orbital gap ... 0.1119 Ha
E ... -5985.38298 Eh
Highest occupied orbital energy ... -3.7622 eV
Charge ... -1

Each line ends with the Mulliken charge.
Atoms and positions in Å:
1 C -0.473 -3.282 8.456  -0.5184
2 C -0.322 -1.943 8.131  -0.3580
3 C -0.877 -1.467 6.862  0.6962
4 O -0.310 -0.581 6.292  -0.5441
5 O -1.948 -2.124 6.376  -0.4397
6 C -1.554 -3.046 5.297  0.0567
7 C -2.591 -4.145 5.259  -0.3456
8 C -2.096 -5.528 4.782  0.3063
9 C -0.878 -5.556 3.856  -1.2807
10 C -1.200 -5.359 2.334  0.6629
11 C -0.662 -3.996 1.854  -0.5684
12 Nb -1.886 -2.966 0.216  -1.7947
13 O -2.873 -4.693 -0.169  -0.8261
14 C -0.364 -3.698 -1.402  -1.8040
15 C 0.832 -2.874 -1.597  1.2941
16 C 2.070 -3.268 -1.045  -0.3828
17 C 3.222 -2.554 -1.221  -0.9867
18 C 3.229 -1.363 -1.967  1.3933
19 C 4.492 -0.569 -2.163  -1.5267
20 C 2.029 -0.974 -2.534  -1.0576
21 C 0.836 -1.726 -2.355  -1.3146
22 C -3.434 -2.465 1.758  -0.1025
23 C -4.890 -2.798 1.478  1.3567
24 C -5.308 -4.259 1.654  -1.4273
25 Cl -5.883 -1.861 2.757  -0.2632
26 P -3.074 -1.757 -1.762  0.5860
27 C -4.635 -2.649 -2.191  -1.6401
28 C -3.527 -0.024 -1.389  0.9278
29 C -4.745 0.191 -0.502  -1.5795
30 P -0.460 -0.903 0.678  0.5172
31 C -1.408 0.422 1.557  -1.3674
32 C 0.919 -1.225 1.888  -0.3098
33 C 1.949 -0.062 1.780  -1.1171
34 H 0.359 -3.969 8.341  0.2556
35 H -1.407 -3.660 8.856  0.2891
36 H 0.203 -1.232 8.755  0.4095
37 H -1.562 -2.443 4.394  -0.4756
38 H -0.560 -3.401 5.551  0.5331
39 H -3.472 -3.798 4.720  0.1208
40 H -2.932 -4.265 6.286  0.4570
41 H -2.929 -5.978 4.207  -0.9899
42 H -1.969 -6.180 5.643  0.4915
43 H -0.473 -6.569 3.936  0.3689
44 H -0.065 -4.905 4.165  0.5930
45 H -0.771 -6.188 1.781  0.6851
46 H -2.283 -5.458 2.253  -0.8958
47 H -0.576 -3.368 2.732  0.2407
48 H 0.311 -4.182 1.394  0.6448
49 H -2.687 -4.899 -1.092  0.2015
50 H -0.084 -4.743 -1.258  0.5332
51 H -0.953 -3.667 -2.321  0.8301
52 H 2.110 -4.181 -0.467  0.2555
53 H 4.148 -2.908 -0.788  0.3417
54 H 5.286 -0.879 -1.491  0.3534
55 H 4.267 0.479 -2.025  0.3980
56 H 4.823 -0.670 -3.195  0.3232
57 H 2.047 -0.047 -3.096  0.5337
58 H -0.099 -1.385 -2.814  1.1239
59 H -3.422 -1.439 2.119  0.5078
60 H -3.160 -3.047 2.647  -0.6104
61 H -5.284 -2.425 0.543  -0.0523
62 H -5.988 -4.419 2.486  0.8706
63 H -5.863 -4.574 0.769  0.2645
64 H -4.472 -4.963 1.730  -0.5424
65 H -4.615 -2.973 -3.224  0.7239
66 H -5.505 -2.004 -2.090  0.2726
67 H -4.792 -3.514 -1.548  0.5195
68 H -2.647 0.536 -1.087  0.6525
69 H -3.786 0.385 -2.393  -0.1920
70 H -5.008 1.249 -0.562  0.4633
71 H -5.621 -0.331 -0.872  0.2875
72 H -4.599 -0.022 0.554  0.2054
73 H -1.356 0.257 2.634  0.4313
74 H -1.000 1.414 1.379  0.4549
75 H -2.458 0.430 1.286  0.3716
76 H 0.498 -1.143 2.889  0.0743
77 H 1.388 -2.183 1.715  0.4272
78 H 2.311 0.259 2.752  0.3199
79 H 1.507 0.771 1.240  0.3126
80 H 2.779 -0.386 1.151  0.2403
81 Mg -4.647 -6.314 3.116  0.2233
82 O -4.039 0.855 -3.336  -0.7454
83 P -3.728 -0.199 -4.412  0.3000
84 O -4.703 -1.369 -4.280  -0.2917
85 O -2.274 -0.693 -4.278  -0.3635
86 O -3.865 0.485 -5.771  -0.9613
87 Na 1.389 -2.321 -4.470  0.9458
88 C -9.744 -3.810 -1.414  -0.9137
89 C -10.093 -4.486 -2.722  -0.2313
90 O -9.732 -3.663 -3.844  -0.3482
91 C -8.455 -3.722 -4.210  0.3626
92 O -7.613 -4.387 -3.696  -0.5102
93 C -8.220 -2.830 -5.440  0.9664
94 F -8.829 -1.646 -5.305  -0.2630
95 F -8.725 -3.426 -6.539  -0.2931
96 F -6.941 -2.619 -5.636  -0.2195
97 H -10.202 -2.822 -1.361  0.2987
98 H -10.094 -4.407 -0.572  0.3760
99 H -8.667 -3.675 -1.318  0.1466
100 H -11.169 -4.633 -2.796  0.3094
101 H -9.623 -5.465 -2.805  0.3189
102 O 5.009 2.197 -3.416  -0.6094
103 H 5.853 2.445 -3.022  0.2795
104 H 4.392 2.858 -3.085  0.3138
105 C 9.570 2.645 0.560  -0.8743
106 C 8.983 3.008 -0.798  -0.2335
107 O 7.566 3.019 -0.823  -0.3670
108 C 6.918 3.954 0.025  -0.2021
109 C 7.260 5.406 -0.299  -1.2711
110 H 9.136 1.718 0.932  0.3286
111 H 10.650 2.526 0.495  0.4011
112 H 9.374 3.410 1.300  -0.0549
113 H 9.287 2.254 -1.520  0.3578
114 H 9.380 3.965 -1.156  0.2944
115 H 7.121 3.721 1.081  0.2622
116 H 5.851 3.804 -0.115  0.3105
117 H 8.312 5.635 -0.085  0.3578
118 H 6.642 6.087 0.292  0.4754
119 H 7.098 5.608 -1.355  0.3220
120 C -1.228 -2.110 -9.378  -1.3581
121 C -1.638 -1.140 -8.287  0.8231
122 O -0.998 -0.995 -7.258  -0.6246
123 N -2.764 -0.420 -8.466  -0.0168
124 C -3.669 -0.431 -9.593  -0.9221
125 H -0.311 -2.607 -9.075  0.2491
126 H -2.000 -2.865 -9.529  0.3600
127 H -1.045 -1.580 -10.314  0.3673
128 H -2.981 0.191 -7.678  0.2600
129 H -3.731 0.572 -10.021  0.2866
130 H -4.664 -0.723 -9.253  0.2651
131 H -3.339 -1.124 -10.363  0.3622
132 Na 8.614 4.871 1.973  0.8361
133 C 5.156 7.213 5.927  0.5216
134 F 4.649 8.363 6.366  -0.2022
135 F 6.061 6.800 6.831  -0.2424
136 F 4.166 6.313 5.918  -0.2294
137 S 5.907 7.405 4.263  1.1979
138 O 6.957 8.381 4.451  -0.6663
139 O 4.823 7.831 3.421  -0.6523
140 O 6.403 6.065 3.956  -0.6887
141 C 5.542 12.066 1.534  -1.3188
142 C 6.116 11.510 2.820  0.8024
143 O 5.421 11.027 3.683  -0.5729
144 N 7.473 11.565 2.982  -0.1289
145 C 8.466 12.099 2.077  -0.8495
146 H 4.464 11.946 1.558  0.2971
147 H 5.774 13.128 1.436  0.3625
148 H 5.934 11.524 0.671  0.3377
149 H 7.781 11.169 3.857  0.2168
150 H 9.174 11.312 1.802  0.2587
151 H 9.021 12.902 2.569  0.2859
152 H 8.007 12.491 1.175  0.3184